This record from OMol25 describes the molecule C22H22ClN5O4S2 in a non-equilibrium geometry. The level of theory is ωB97M-V/def2-TZVPD.

Results
relative energy (zero: lowest compared OMol25 entry of this formula, charge and spin): 0.235 eV
SMILES: CCOCCCn1c(SCc2nc3sc(C(=O)O)c(C)c3c(=O)[nH]2)nnc1-c1ccc(Cl)cc1
Kohn-Sham gap: 8.338 eV
energy: -73006.24498 eV
M: 520.036 g mol⁻¹

Element x y z (Å)
C (6.88650, 0.64741, -1.16096)
C (5.63140, 0.38155, -1.98926)
O (4.42556, 0.54165, -1.27497)
C (4.17570, -0.44205, -0.29851)
C (2.71113, -0.34375, 0.11678)
C (2.41441, 1.04140, 0.69652)
N (1.04853, 1.15997, 1.12932)
C (-0.02249, 1.37690, 0.31627)
S (0.09963, 1.50608, -1.41153)
C (-1.57137, 2.16780, -1.77396)
C (-2.58356, 1.07758, -1.87460)
N (-2.98898, 0.72678, -3.05340)
C (-3.89810, -0.26756, -3.09503)
S (-4.55312, -0.85398, -4.57350)
C (-5.52220, -2.00597, -3.69066)
C (-6.39613, -2.90895, -4.41852)
O (-7.11133, -3.74667, -3.92303)
O (-6.32909, -2.71671, -5.74989)
C (-5.34781, -1.94046, -2.32505)
C (-6.05343, -2.80480, -1.34574)
C (-4.40976, -0.93505, -1.98067)
C (-3.93576, -0.54716, -0.66415)
O (-4.24027, -1.02320, 0.40597)
N (-3.01554, 0.50701, -0.72833)
N (-1.12030, 1.49868, 1.02390)
N (-0.78731, 1.37375, 2.31091)
C (0.50088, 1.16098, 2.39321)
C (1.19837, 0.99321, 3.65596)
C (2.29289, 0.14628, 3.81584)
C (2.90896, 0.02352, 5.04729)
C (2.42804, 0.74270, 6.13007)
Cl (3.20515, 0.59540, 7.66398)
C (1.32154, 1.56945, 5.99510)
C (0.71150, 1.68956, 4.76372)
H (7.02616, -0.11848, -0.40175)
H (7.75532, 0.64784, -1.81284)
H (6.81145, 1.61640, -0.67367)
H (5.67789, -0.62978, -2.42149)
H (5.56332, 1.10748, -2.80310)
H (4.82237, -0.29285, 0.57985)
H (4.37726, -1.44332, -0.70821)
H (2.48823, -1.12495, 0.84620)
H (2.08373, -0.49952, -0.76212)
H (2.59707, 1.78308, -0.08669)
H (3.06489, 1.25663, 1.54728)
H (-1.48154, 2.66858, -2.73590)
H (-1.81210, 2.86945, -0.97696)
H (-6.92422, -3.33448, -6.20102)
H (-7.12727, -2.63550, -1.40772)
H (-5.88746, -3.85363, -1.58455)
H (-5.70446, -2.58908, -0.34049)
H (-2.60341, 0.83556, 0.15964)
H (2.65293, -0.45139, 2.99355)
H (3.75507, -0.63418, 5.17020)
H (0.94534, 2.11094, 6.84841)
H (-0.15420, 2.31987, 4.63828)

This record from OMol25 describes the ion C8H13N2O2S with charge +1 in a non-equilibrium geometry. The level of theory is ωB97M-V/def2-TZVPD.

Results
relative energy (zero: lowest compared OMol25 entry of this formula, charge and spin): 0.516 eV
SMILES: C[NH2+][C@](C)(C(=O)OC)c1cscn1
charge: +1
Kohn-Sham gap: 9.976 eV
energy: -26409.56149 eV
M: 201.271 g mol⁻¹

Element x y z (Å)
C (0.53967, -1.99681, 1.32282)
N (0.59444, -1.81825, -0.13337)
C (0.22163, -0.46326, -0.55564)
C (0.28588, -0.21737, -2.05722)
C (1.27425, 0.52561, 0.11473)
O (2.35519, 0.17394, 0.49437)
O (0.82901, 1.76171, 0.08024)
C (1.58798, 2.74815, 0.75378)
C (-1.20541, 0.00794, -0.15546)
C (-1.83197, 1.19779, -0.47172)
S (-3.51787, 1.07698, -0.18928)
C (-3.26035, -0.54144, 0.47937)
N (-2.00908, -0.90061, 0.37816)
H (-0.49482, -2.03467, 1.70735)
H (0.80961, -3.05497, 1.55626)
H (1.14929, -1.34968, 1.95237)
H (1.54458, -1.94005, -0.37622)
H (0.09555, -2.59784, -0.52293)
H (-0.76828, -0.44331, -2.29598)
H (1.10114, -0.69057, -2.65646)
H (0.56190, 0.88099, -2.24032)
H (2.63709, 2.74062, 0.35254)
H (1.55226, 2.41578, 1.79558)
H (1.12944, 3.65062, 0.64595)
H (-1.22190, 2.02127, -0.82328)
H (-3.95921, -1.15259, 0.84438)

This record from OMol25 describes the molecule CH3N2OP in a non-equilibrium geometry. The level of theory is ωB97M-V/def2-TZVPD.

Results
relative energy (zero: lowest compared OMol25 entry of this formula, charge and spin): 3.139 eV
Kohn-Sham gap (alpha / beta): 7.554 / 7.746 eV
energy: -15399.11051 eV
M: 90.022 g mol⁻¹

Element x y z (Å)
C (-1.39174, -0.15244, -0.25343)
N (-0.66013, 0.80420, 0.10555)
N (0.48602, 1.22752, 0.01052)
O (1.02264, -1.30537, 0.08782)
P (1.64924, 0.01540, -0.08413)
H (-2.31325, -0.31662, 0.28199)
H (-1.21612, -0.71206, -1.16184)
H (2.42335, 0.43937, 1.01352)

This record from OMol25 describes a structure of composition C28H43BrN2P2SZr in a non-equilibrium geometry. The level of theory is ωB97M-V/def2-TZVPD.

Results
charge: +4
Kohn-Sham gap: 5.299 eV
energy: -133405.55270 eV
M: 672.809 g mol⁻¹

Element x y z (Å)
N (4.19532, 3.53983, 4.08856)
C (2.90735, 3.87042, 3.96253)
C (1.89800, 2.93985, 4.22990)
C (2.25846, 1.57438, 4.32262)
C (3.61000, 1.22447, 4.43603)
C (4.53178, 2.28852, 4.39306)
C (1.21371, 0.58257, 4.20569)
Zr (-0.87465, -0.50857, 0.14374)
P (-2.03399, -0.57231, -2.21027)
C (1.37366, -0.70735, 3.77768)
C (0.28349, -1.33392, 2.99431)
C (0.53165, -2.46699, 2.18887)
C (-0.46410, -3.04346, 1.38604)
C (-1.73072, -2.44377, 1.29670)
C (-2.01052, -1.28270, 2.04181)
C (-0.93063, -0.65453, 2.72188)
Br (-3.23513, -3.28706, 0.13362)
H (0.21609, 1.00343, 4.26276)
H (2.27763, -1.28266, 3.97085)
H (0.86213, 3.24122, 4.36418)
H (3.90949, 0.18524, 4.58814)
H (2.66227, 4.89280, 3.68482)
H (5.58023, 2.08693, 4.60612)
H (1.53922, -2.90559, 2.17027)
H (-1.13699, 0.29738, 3.23012)
H (-0.29046, -3.94713, 0.79955)
H (-2.99549, -0.83626, 2.01753)
P (1.76800, -0.18691, -0.63482)
C (-3.63977, -0.24333, -1.38933)
C (-4.82147, -1.10936, -1.84274)
H (-3.85488, 0.82223, -1.55967)
H (-3.52421, -0.34157, -0.29107)
H (-5.56110, -1.06597, -1.02668)
H (-5.28956, -0.72147, -2.76084)
H (-4.52850, -2.15762, -1.98633)
C (-1.73089, -2.35553, -2.59044)
C (-2.42285, -2.88925, -3.83799)
H (-2.08651, -2.94720, -1.71649)
H (-0.63808, -2.53459, -2.62293)
H (-2.12007, -3.94178, -3.95035)
H (-3.51969, -2.86105, -3.73970)
H (-2.12344, -2.34416, -4.74046)
C (-2.08719, 0.31182, -3.78451)
C (-3.43294, 0.24508, -4.47486)
H (-1.28755, -0.06605, -4.43197)
H (-1.81813, 1.35153, -3.56938)
H (-3.35781, 0.74340, -5.44402)
H (-3.74720, -0.78506, -4.65384)
H (-4.20835, 0.74647, -3.89759)
C (1.87903, 1.38571, -1.63019)
C (0.95410, 1.49723, -2.83850)
H (2.93295, 1.52594, -1.91749)
H (1.65084, 2.19129, -0.91378)
H (1.40339, 2.17068, -3.58146)
H (0.76013, 0.53287, -3.33031)
H (-0.00642, 1.95861, -2.56497)
C (2.24580, -1.57350, -1.75445)
C (2.52277, -2.85476, -0.97664)
H (3.11784, -1.27961, -2.35570)
H (1.40615, -1.72174, -2.44627)
H (2.83511, -3.65987, -1.65258)
H (3.32720, -2.71245, -0.24327)
H (1.62209, -3.21521, -0.46320)
C (3.22948, 0.04235, 0.49349)
C (3.75769, 1.45502, 0.76990)
H (4.04960, -0.58931, 0.12165)
H (2.90148, -0.39610, 1.44457)
H (4.69089, 1.39178, 1.34306)
H (3.97927, 2.02798, -0.13814)
H (3.06785, 2.03453, 1.39222)
S (-0.20457, 3.03517, 1.65278)
C (-1.83304, 3.50918, 1.27821)
C (-2.58322, 2.46901, 0.79148)
N (-1.81864, 1.33682, 0.51198)
C (-0.57898, 1.46961, 1.11029)
H (-2.12681, 4.53553, 1.42088)
H (-3.66819, 2.48157, 0.67782)
H (0.37060, 0.82732, 0.93753)

This record from OMol25 describes the molecule C4H5NO2 in a non-equilibrium geometry. The level of theory is ωB97M-V/def2-TZVPD.

Results
relative energy (zero: lowest compared OMol25 entry of this formula, charge and spin): 2.008 eV
SMILES: O=C=CCNC=O
Kohn-Sham gap: 9.569 eV
energy: -9812.30683 eV
M: 99.089 g mol⁻¹

Element x y z (Å)
O (1.00286, -2.50583, 0.29680)
C (0.96358, -1.36274, 0.05444)
C (1.24648, -0.08170, -0.13257)
C (0.24538, 0.89040, -0.68505)
N (-0.80512, 1.00831, 0.34059)
C (-1.55619, -0.17093, 0.41150)
O (-1.25024, -1.19933, -0.15131)
H (2.26527, 0.20028, 0.10255)
H (-0.18469, 0.57995, -1.64179)
H (0.67733, 1.88575, -0.82097)
H (-0.17244, 0.91669, 1.15253)
H (-2.44794, -0.12826, 1.05261)

This record from OMol25 describes a structure of composition C28H24KN2O8PS3 in a non-equilibrium geometry. The level of theory is ωB97M-V/def2-TZVPD.

Results
relative energy (zero: lowest compared OMol25 entry of this formula, charge and spin): 0.658 eV
charge: -2
Kohn-Sham gap: 6.589 eV
energy: -106907.91063 eV
M: 682.779 g mol⁻¹

Element x y z (Å)
K (1.15186, 1.50707, 1.09142)
O (0.78585, 2.82556, -1.10506)
S (-0.51770, 3.37172, -0.72718)
O (-0.70355, 4.77169, -1.04626)
O (-0.90658, 2.99517, 0.63251)
C (-1.70519, 2.48270, -1.76803)
C (-2.85294, 3.18726, -2.09987)
C (-3.87079, 2.60498, -2.83803)
C (-3.74186, 1.29507, -3.26170)
C (-2.58846, 0.59006, -2.94727)
C (-1.55215, 1.16032, -2.20529)
P (-0.06424, 0.14474, -1.78080)
C (-0.60029, -1.55031, -2.19193)
C (-1.13439, -2.26041, -1.11544)
C (-1.56805, -3.56819, -1.29255)
C (-1.44699, -4.18419, -2.52846)
C (-0.89647, -3.48970, -3.59769)
C (-0.47939, -2.17717, -3.43138)
C (1.04431, 0.50905, -3.19311)
C (2.24232, -0.20095, -3.24927)
C (3.15347, 0.01804, -4.26915)
C (2.88955, 0.96898, -5.24549)
C (1.71083, 1.69531, -5.18786)
C (0.79479, 1.46608, -4.17009)
H (-2.93168, 4.21340, -1.76513)
H (-4.76134, 3.17486, -3.07648)
H (-4.52481, 0.81318, -3.83532)
H (-2.48989, -0.43278, -3.28144)
H (-1.20385, -1.80923, -0.12904)
H (-1.98309, -4.09582, -0.44260)
H (-1.77240, -5.21031, -2.66001)
H (-0.79133, -3.96793, -4.56543)
H (-0.04939, -1.63379, -4.26496)
H (2.47561, -0.91714, -2.46931)
H (4.08046, -0.54291, -4.28596)
H (3.60563, 1.15328, -6.03799)
H (1.49602, 2.45364, -5.93156)
H (-0.11761, 2.04700, -4.13014)
O (-1.71314, -2.02081, 2.22061)
C (-1.03817, -0.99840, 2.44029)
O (-0.14252, -0.48509, 1.73152)
C (-1.30935, -0.24623, 3.74739)
C (-1.66452, -0.95932, 4.88685)
C (-1.86918, -0.32050, 6.09789)
C (-1.73115, 1.05578, 6.12070)
C (-1.39327, 1.80803, 5.00845)
C (-1.17809, 1.14024, 3.81026)
N (-1.98458, 1.75902, 7.40159)
O (-2.30935, 1.09173, 8.37006)
O (-1.88937, 2.97064, 7.42415)
H (-1.78287, -2.03153, 4.80072)
H (-2.13051, -0.85755, 6.99605)
H (-1.30033, 2.88078, 5.07384)
H (-0.93102, 1.72297, 2.93039)
C (4.05352, -2.47680, 0.20289)
S (2.50138, -1.69691, 0.68381)
C (2.76104, -1.71430, 2.45561)
O (2.65185, -0.25627, 0.27969)
H (4.90306, -1.93380, 0.61653)
H (4.10541, -2.46401, -0.88446)
H (4.04462, -3.50934, 0.55419)
H (3.20309, -2.66319, 2.76011)
H (1.79894, -1.55743, 2.93427)
H (3.42360, -0.88393, 2.69577)
S (4.59907, 0.41388, 5.25125)
C (3.45537, 1.16000, 4.25539)
N (2.69026, 1.66402, 3.53754)